(1)
{"formula": "C9H35NO9", "method": "ωB97M-V/def2-TZVPD", "charge": 0, "homo_lumo_gap_ev": 7.404, "de_lowest_kcal_mol": 26.5, "energy_ha": -1095.7444, "smiles": "CC1(C)CCCC(C)(C)N1O.O.O.O.O.O.O.O.O", "elements": ["C", "C", "C", "C", "C", "C", "N", "O", "C", "C", "C", "H", "H", "H", "H", "H", "H", "H", "H", "H", "H", "H", "H", "H", "H", "H", "H", "H", "H", "H", "O", "H", "H", "O", "H", "H", "O", "H", "H", "O", "H", "H", "O", "H", "H", "O", "H", "H", "O", "H", "H", "O", "H", "H"], "xyz": [[2.187, 1.697, 1.139], [0.929, 0.895, 1.587], [1.384, -0.050, 2.742], [1.338, 0.541, 4.171], [0.052, 1.274, 4.408], [-0.284, 2.360, 3.282], [-0.263, 1.737, 1.981], [-0.640, 2.583, 0.903], [-1.700, 2.808, 3.667], [0.724, 3.548, 3.290], [0.409, -0.031, 0.491], [2.630, 1.121, 0.327], [2.935, 1.956, 1.889], [2.046, 2.615, 0.569], [0.934, -1.043, 2.746], [2.454, -0.191, 2.592], [2.178, 1.235, 4.153], [1.529, -0.171, 4.973], [0.064, 1.644, 5.434], [-0.688, 0.476, 4.465], [-1.717, 3.496, 4.512], [-2.115, 3.403, 2.853], [-2.334, 1.984, 3.994], [0.622, 4.195, 2.419], [0.583, 4.233, 4.126], [1.765, 3.224, 3.323], [1.096, -0.855, 0.298], [0.200, 0.453, -0.463], [-0.560, -0.356, 0.870], [-1.583, 2.408, 0.862], [2.218, -0.209, -2.876], [2.766, -0.968, -2.674], [1.327, -0.556, -2.900], [-0.612, 2.029, -3.606], [-0.111, 2.255, -2.822], [-0.299, 1.157, -3.848], [1.288, -3.961, -4.068], [1.907, -4.582, -4.453], [0.430, -4.264, -4.364], [2.695, -2.619, -2.131], [2.220, -3.251, -2.671], [3.268, -3.155, -1.582], [-3.075, -2.540, -4.359], [-3.924, -2.943, -4.177], [-2.435, -3.164, -4.018], [-4.955, -0.386, -3.443], [-5.596, -0.399, -4.154], [-4.152, -0.727, -3.837], [-1.599, -4.508, -2.477], [-1.209, -4.911, -1.701], [-1.974, -5.241, -2.965], [-0.540, -1.111, -2.843], [-0.324, -2.027, -2.668], [-1.490, -1.107, -2.964]]}


(2)
{"formula": "C3H3BrNO2", "method": "ωB97M-V/def2-TZVPD", "charge": -1, "homo_lumo_gap_ev": [6.136, 6.927], "s_squared": 2.0100, "spin_multiplicity": 3, "energy_ha": -2895.3278, "elements": ["C", "C", "C", "N", "O", "O", "Br", "H", "H", "H"], "xyz": [[-0.409, -0.193, 0.024], [0.732, -1.602, -0.060], [0.430, 0.990, 0.077], [-1.550, -0.572, 0.024], [1.119, -1.861, 1.055], [0.813, -1.925, -1.244], [-3.164, 1.121, -0.081], [1.353, 0.952, -0.670], [0.869, 1.175, 1.085], [-0.193, 1.916, -0.211]]}


(3)
{"formula": "C28H31Br48NO2S", "method": "ωB97M-V/def2-TZVPD", "charge": 0, "homo_lumo_gap_ev": 8.090, "energy_ha": -125240.9600, "elements": ["C", "C", "S", "C", "N", "C", "O", "C", "C", "O", "C", "C", "C", "C", "C", "C", "H", "H", "H", "H", "H", "H", "H", "H", "H", "H", "H", "H", "H", "H", "H", "C", "Br", "Br", "Br", "H", "C", "Br", "Br", "Br", "H", "C", "Br", "Br", "Br", "H", "C", "Br", "Br", "Br", "H", "C", "Br", "Br", "Br", "H", "C", "Br", "Br", "Br", "H", "C", "Br", "Br", "Br", "H", "C", "Br", "Br", "Br", "H", "C", "Br", "Br", "Br", "H", "C", "Br", "Br", "Br", "H", "C", "Br", "Br", "Br", "H", "C", "Br", "Br", "Br", "H", "C", "Br", "Br", "Br", "H", "C", "Br", "Br", "Br", "H", "C", "Br", "Br", "Br", "H", "C", "Br", "Br", "Br", "H"], "xyz": [[1.028, 1.600, -0.670], [1.207, 2.018, -2.239], [3.051, 2.329, -2.373], [0.448, 3.457, -2.450], [0.271, 3.521, -3.970], [-0.268, 2.153, -4.395], [-1.177, 1.821, -5.322], [0.610, 1.093, -3.444], [-0.336, -0.205, -3.133], [0.089, -1.420, -3.907], [1.135, -2.060, -3.048], [0.760, -3.131, -1.828], [1.955, -3.784, -0.895], [3.500, -3.327, -1.217], [3.914, -2.280, -2.440], [2.707, -1.626, -3.370], [2.018, 1.109, -0.270], [0.781, 2.608, -0.080], [0.149, 0.867, -0.434], [3.272, 3.547, -1.676], [1.130, 4.286, -1.938], [-0.642, 3.408, -1.984], [1.230, 3.594, -4.420], [1.557, 0.933, -4.132], [-0.350, -0.555, -2.008], [-1.476, 0.005, -3.417], [-0.394, -3.348, -1.695], [1.650, -4.527, -0.041], [4.352, -3.768, -0.541], [5.055, -2.011, -2.649], [2.977, -0.853, -4.235], [3.540, 2.618, 2.718], [4.937, 2.555, 1.366], [2.738, 4.385, 2.849], [2.202, 1.233, 2.442], [4.019, 2.412, 3.682], [-4.709, 0.748, -3.266], [-6.494, 0.529, -2.525], [-3.580, 1.844, -2.121], [-3.880, -0.963, -3.675], [-4.820, 1.285, -4.214], [6.502, 0.038, 3.780], [8.418, -0.294, 3.828], [5.483, -1.617, 3.683], [5.924, 1.158, 5.261], [6.297, 0.594, 2.859], [5.647, 4.448, -4.916], [7.063, 3.198, -4.452], [6.283, 5.857, -6.097], [4.090, 3.539, -5.648], [5.328, 4.930, -3.986], [6.694, -6.363, 0.891], [8.240, -5.511, 1.707], [5.691, -7.425, 2.176], [5.560, -5.077, -0.028], [7.073, -7.055, 0.132], [-5.571, 3.680, 0.765], [-6.807, 5.181, 0.734], [-3.815, 4.201, 1.420], [-6.292, 2.167, 1.752], [-5.440, 3.352, -0.272], [5.596, 3.756, -10.104], [4.360, 5.257, -10.134], [7.352, 4.277, -9.448], [4.874, 2.243, -9.116], [5.727, 3.428, -11.140], [-9.868, 5.439, 3.559], [-11.197, 4.019, 3.564], [-10.546, 7.069, 4.377], [-8.194, 4.866, 4.368], [-9.653, 5.673, 2.511], [5.013, -9.631, 5.526], [3.683, -11.051, 5.530], [4.334, -8.001, 6.343], [6.687, -10.203, 6.334], [5.227, -9.397, 4.477], [-7.797, 3.407, 7.892], [-9.583, 3.188, 8.632], [-6.669, 4.503, 9.036], [-6.968, 1.696, 7.482], [-7.908, 3.944, 6.944], [-6.997, -2.584, 7.431], [-7.062, -4.106, 8.641], [-5.433, -2.644, 6.275], [-8.644, -2.398, 6.413], [-6.901, -1.686, 8.051], [-4.830, -2.544, -0.140], [-6.160, -3.964, -0.135], [-5.509, -0.915, 0.677], [-3.156, -3.117, 0.668], [-4.616, -2.311, -1.188], [8.465, -2.601, -1.866], [9.905, -3.810, -1.367], [7.195, -3.446, -3.073], [7.585, -1.840, -0.306], [8.921, -1.769, -2.413], [8.937, -8.530, -2.554], [10.320, -9.054, -3.818], [9.588, -8.545, -0.721], [8.138, -6.820, -3.024], [8.144, -9.282, -2.618], [-5.319, 5.665, -3.847], [-3.403, 5.333, -3.799], [-6.338, 4.011, -3.943], [-5.897, 6.786, -2.365], [-5.524, 6.221, -4.767], [-13.375, 1.611, 8.064], [-13.469, 1.554, 10.006], [-13.558, 3.424, 7.383], [-11.769, 0.744, 7.391], [-14.229, 1.040, 7.686]]}